# 1
Molecular formula: C4H6ClN2O
Method: DFT, wB97M-V/def2-TZVPD

XYZ file:
```
14
Properties=species:S:1:pos:R:3:forces:R:3:lowdin_charge:R:1
C -1.187 -0.774 0.203 1.707 1.563 0.184 -0.018
C -1.038 1.451 0.013 0.907 1.031 0.710 -0.128
C 0.243 -0.900 0.647 1.004 -2.925 -3.016 -0.119
C 1.150 -0.181 -0.322 -2.262 1.051 0.386 -0.788
N -1.770 0.341 0.024 -0.408 -2.250 -0.816 0.133
N 0.236 1.438 -0.221 0.055 -1.870 -0.817 0.169
O 1.129 -0.744 -1.549 0.286 0.822 1.208 0.084
Cl 2.612 0.320 0.401 0.846 -0.048 -0.350 0.861
H -1.706 -1.623 0.076 -2.136 -2.955 -0.380 0.104
H -1.753 2.212 0.314 1.194 1.440 -0.237 0.160
H 0.205 -0.454 1.558 0.743 1.309 2.984 0.097
H 0.713 -1.966 0.703 -1.457 1.659 0.111 0.188
H 0.908 2.180 -0.287 -0.422 0.895 0.077 0.116
H 1.989 -0.705 -1.997 -0.058 0.279 -0.044 0.142
```
Forces are in eV/Å.

LUMO (eV): -5.28
Net charge: +1
HOMO energy (eV): -15.35

=====

# 2
Molecular formula: C4H6ClN2O15V
Method: DFT, wB97M-V/def2-TZVPD

XYZ file:
```
29
Properties=species:S:1:pos:R:3:forces:R:3:lowdin_spin:R:1
O 0.258 -2.128 0.710 -0.300 -3.130 -0.463 0.002
V 0.457 -0.583 0.749 1.381 4.104 2.286 1.604
C 2.342 -0.425 2.843 -3.420 4.558 -5.280 0.059
O 2.566 -0.525 1.639 5.060 -4.727 -6.360 0.073
O 2.586 0.725 3.226 3.712 3.386 5.834 0.497
O 1.103 -0.494 2.940 -6.204 -3.318 4.658 0.457
C 0.268 2.188 0.856 -0.196 -4.851 5.253 0.118
O 0.931 2.704 1.753 2.792 8.907 4.174 0.613
O -0.429 1.328 1.417 -10.018 -2.460 1.210 0.132
O 1.088 1.546 0.277 7.619 -2.371 -11.287 0.309
Cl -2.762 -0.709 3.458 1.596 -0.139 -2.948 0.000
O -3.924 -0.008 2.975 -0.757 0.563 0.310 0.000
O -1.814 0.174 4.038 0.003 0.852 0.884 -0.001
O -3.130 -1.729 4.358 -1.074 -1.346 2.003 0.000
O -2.134 -1.358 2.317 -0.071 0.146 -0.201 0.005
C 3.005 -1.467 -3.350 0.835 -0.543 0.892 0.003
N 1.927 -0.702 -2.608 -0.121 1.156 -0.898 0.041
O 1.724 -0.875 -1.443 0.938 -1.548 1.094 0.021
O 1.319 0.156 -3.220 -0.112 0.298 -1.557 0.035
H 2.714 -2.501 -3.537 -0.473 0.200 0.104 0.002
H 3.863 -1.524 -2.681 -0.211 0.028 0.303 0.001
H 3.398 -1.024 -4.265 -0.916 0.487 0.096 0.000
C -2.273 1.697 -1.771 0.407 -0.301 -0.571 0.003
N -2.088 0.200 -1.742 1.110 -0.925 2.075 0.004
O -2.947 -0.418 -2.355 1.231 -0.121 0.476 0.005
O -1.121 -0.304 -1.076 -3.382 1.405 -2.809 0.010
H -3.225 1.901 -2.262 -0.008 -0.278 0.357 0.000
H -1.502 2.018 -2.472 0.280 0.293 0.434 0.001
H -2.199 2.137 -0.777 0.296 -0.324 -0.070 0.003
```
Forces are in eV/Å.

LUMO (alpha / beta) (eV): 4.26 / 4.24
Multiplicity: 5
Net charge: -2
HOMO energy (alpha / beta) (eV): 0.91 / -2.51

=====

# 3
Molecular formula: C4H6ClN2P
Method: DFT, wB97M-V/def2-TZVPD

XYZ file:
```
14
Properties=species:S:1:pos:R:3:forces:R:3:lowdin_charge:R:1
C -1.350 2.022 -0.489 0.162 0.228 -1.124 -0.063
C -1.243 0.548 -0.169 -0.413 0.384 0.284 -0.521
N -0.081 -0.115 -0.221 -0.210 -1.666 -0.364 0.047
N -0.275 -1.489 -0.174 1.772 2.161 0.171 -0.553
C 1.029 -2.153 0.090 -1.038 0.716 0.093 -0.092
P -1.772 -2.189 -0.123 -1.365 4.411 1.088 0.960
C -2.330 -0.199 0.123 0.132 -5.534 -0.669 -0.847
Cl -3.903 0.282 0.480 -0.537 0.458 -0.141 0.610
H -1.627 2.711 0.345 0.366 -0.739 -0.567 0.085
H -2.092 2.181 -1.347 0.833 -0.331 1.326 0.099
H -0.363 2.243 -0.925 -0.309 0.555 0.394 0.070
H 1.203 -2.974 -0.529 -0.130 -1.430 -1.435 0.045
H 1.751 -1.403 -0.198 0.408 0.051 0.725 0.078
H 1.035 -2.583 1.091 0.330 0.738 0.217 0.080
```
Forces are in eV/Å.

LUMO (eV): -0.11
SMILES string: Cc1nn(C)pc1Cl
HOMO energy (eV): -8.13

=====

# 4
Molecular formula: C4H6ClN3
Method: DFT, wB97M-V/def2-TZVPD

XYZ file:
```
14
Properties=species:S:1:pos:R:3:forces:R:3:lowdin_charge:R:1
C 1.886 -1.334 -0.117 -2.224 -0.636 -0.451 -0.146
C 0.882 -0.297 -0.025 0.137 0.963 0.114 -0.313
C 1.092 1.030 0.012 0.977 -0.820 -0.007 -0.706
C -0.543 -0.792 0.048 0.072 0.040 0.016 -0.053
N 3.148 -1.309 0.019 2.580 -0.304 0.345 -0.151
N 4.261 -1.495 0.131 -0.765 0.446 -0.073 0.218
N 0.108 1.998 0.126 -0.331 0.522 -0.019 0.022
Cl 2.788 1.612 -0.055 -0.365 0.052 -0.021 0.602
H 1.519 -2.326 -0.350 0.144 -0.007 0.056 0.121
H -0.600 -1.857 -0.155 0.001 -0.078 -0.038 0.069
H -1.174 -0.262 -0.661 -0.065 -0.007 -0.008 0.078
H -0.942 -0.613 1.044 -0.082 -0.011 0.048 0.087
H 0.333 2.675 0.849 -0.098 -0.094 -0.032 0.082
H -0.034 2.513 -0.739 0.019 -0.066 0.070 0.091
```
Forces are in eV/Å.

LUMO (eV): 0.56
HOMO energy (eV): -7.79

=====

Computed ΔE to the lowest compared entry with this formula, charge and spin (kcal per mole) in order:
48.4 21.0 30.7 69.8